1.
Computed, not measured: C24H20Cl3GeN4O3OsPS as an isolated structure at a distorted geometry, with ωB97M-V with the def2-TZVPD basis set.

Atoms and positions in Å:
Os: 0.1640 -0.2315 -1.7179
O: 4.0827 0.7210 -1.8519
S: 2.9284 0.3656 -1.1203
O: 1.8373 1.3723 -0.9233
O: 2.1593 -0.8095 -1.7372
C: 3.2382 -0.1941 0.4687
C: 4.5130 -0.3878 0.9587
C: 4.6501 -0.7356 2.3007
C: 3.5308 -0.8655 3.1050
C: 2.2457 -0.6812 2.5870
C: 2.0858 -0.3568 1.2517
P: 0.3830 -0.2023 0.6109
C: -0.3731 1.1917 1.4543
C: -1.1424 0.9605 2.5955
C: -1.7139 2.0362 3.2875
C: -1.5054 3.3354 2.8624
C: -0.7172 3.5695 1.7421
C: -0.1550 2.5056 1.0326
C: -0.4609 -1.6849 1.1218
C: -1.8660 -1.6971 1.1540
C: -2.5389 -2.8510 1.5076
C: -1.8216 -4.0092 1.7981
C: -0.4304 -4.0098 1.7458
C: 0.2537 -2.8574 1.4016
H: 5.3739 -0.2456 0.3182
H: 5.6367 -0.8834 2.7184
H: 3.6476 -1.1205 4.1500
H: 1.3865 -0.8018 3.2369
H: -1.2912 -0.0400 2.9779
H: -2.3127 1.8361 4.1654
H: -1.9408 4.1606 3.4094
H: -0.5246 4.5815 1.4114
H: 0.4658 2.7127 0.1755
H: -2.4239 -0.8030 0.9144
H: -3.6203 -2.8565 1.5589
H: -2.3497 -4.9164 2.0629
H: 0.1197 -4.9105 1.9852
H: 1.3346 -2.8726 1.3568
N: -3.6466 1.2402 -2.4989
C: -4.1271 0.0516 -1.9857
C: -3.0410 -0.6531 -1.5680
N: -1.9135 0.1069 -1.8110
C: -2.3159 1.2189 -2.3754
C: -1.2293 2.0550 -2.8130
N: -0.0076 1.5241 -2.6872
C: 0.9008 2.4607 -3.1905
C: 0.1997 3.5271 -3.6152
N: -1.1448 3.2519 -3.3640
H: -4.2122 1.9640 -2.9192
H: -5.1769 -0.1888 -1.9799
H: -2.9961 -1.6370 -1.1398
H: 1.9627 2.2935 -3.2147
H: 0.5234 4.4455 -4.0763
H: -1.9094 3.8757 -3.5841
Cl: -0.2368 -2.3975 -2.3658
Ge: 1.9759 -3.1543 -3.3250
Cl: 2.1736 -4.9291 -2.2576
Cl: 1.3724 -3.3802 -5.3053

Output
spin multiplicity = 2
net charge = +3

2.
Computed, not measured: a 2-piece molecular cluster, CH4NOP overall at a distorted geometry, with ωB97M-V with the def2-TZVPD basis set.

Atoms and positions in Å:
C: -0.7705 -0.0805 -0.1782
N: -1.8587 0.5416 -0.2282
O: 1.7048 -0.3928 -0.4467
P: 0.7716 0.8490 0.0858
H: -0.6180 -1.1591 -0.3260
H: -2.6954 -0.0127 -0.3947
H: 2.6391 -0.1853 -0.5247
H: 0.8272 0.4399 2.0127

3.
Computed, not measured: a 2-piece molecular cluster, C9H22Si overall at a distorted geometry, with ωB97M-V with the def2-TZVPD basis set.

Atoms and positions in Å:
C: -2.4556 -2.0736 -0.8108
C: -1.9751 2.9726 0.4364
C: 2.1830 0.0322 -1.5025
C: 2.3793 0.8940 0.7754
C: 3.1066 -1.4494 0.2753
C: -2.7093 -1.3547 0.5231
C: -1.9487 1.6129 -0.2763
C: 0.7317 -1.0957 0.4404
C: 2.0231 -0.4032 -0.0014
Si: -1.4729 0.1150 0.7828
H: -3.1497 -2.8847 -1.0415
H: -2.5109 -1.3202 -1.6772
H: -1.4410 -2.4975 -0.9096
H: -1.1018 3.2724 0.9729
H: -2.1431 3.6346 -0.3132
H: -2.8533 2.8194 1.0718
H: 3.1096 -0.2784 -1.7921
H: 2.2431 1.0564 -1.5889
H: 1.2700 -0.3958 -1.9843
H: 2.6078 0.5534 1.8484
H: 3.1878 1.4535 0.3331
H: 1.5095 1.5727 0.7592
H: 2.7864 -2.1418 1.0344
H: 3.1999 -2.2498 -0.5083
H: 4.0905 -1.1124 0.4766
H: -2.4843 -1.9610 1.3900
H: -3.6868 -1.0142 0.4438
H: -1.2714 1.7878 -1.1382
H: -2.9501 1.4199 -0.6505
H: 0.4012 -1.7702 -0.3451
H: 0.9309 -1.6459 1.5196
H: -1.4880 0.6785 2.1158

4.
Computed, not measured: C41H40AsCrN3O2 as an isolated structure at a distorted geometry, with ωB97M-V with the def2-TZVPD basis set.

Atoms and positions in Å:
Cr: 1.0037 -1.1146 -1.8264
C: 0.1517 -2.5021 -4.5019
O: -0.4221 -2.1018 -3.2434
C: -0.9882 -3.2076 -2.5700
C: -2.1313 -3.8152 -3.0390
C: -2.6645 -4.8902 -2.3418
C: -2.0250 -5.3402 -1.1913
C: -0.8768 -4.7312 -0.7228
C: -0.3348 -3.6332 -1.4054
N: 0.7663 -2.9050 -1.0234
N: 1.3443 -3.2398 0.1313
C: 2.3881 -2.5599 0.6162
C: 3.0846 -1.4985 -0.0435
O: 2.7007 -1.0824 -1.2586
C: 4.2010 -0.9007 0.5561
C: 4.6425 -1.2821 1.7935
C: 3.9807 -2.3111 2.5094
C: 4.4052 -2.6981 3.7989
C: 3.7614 -3.6930 4.4843
C: 2.6716 -4.3533 3.8967
C: 2.2389 -3.9973 2.6437
C: 2.8702 -2.9648 1.9253
H: -0.6272 -2.8787 -5.1624
H: 0.9023 -3.2799 -4.3469
H: 0.6070 -1.6214 -4.9510
H: -2.6070 -3.4443 -3.9389
H: -3.5642 -5.3732 -2.6974
H: -2.4373 -6.1821 -0.6495
H: -0.3713 -5.0840 0.1640
H: 4.7056 -0.1183 0.0022
H: 5.5088 -0.8059 2.2353
H: 5.2582 -2.1925 4.2367
H: 4.0856 -3.9658 5.4807
H: 2.1711 -5.1480 4.4354
H: 1.3976 -4.4959 2.1851
C: 2.9414 4.4771 3.6756
C: 2.2290 3.4798 2.8036
C: 1.3121 2.5840 3.3335
C: 0.6190 1.6885 2.5307
C: -0.3097 0.7009 3.1942
C: 0.8108 1.7090 1.1371
As: -0.2834 0.3609 0.1800
N: -0.0230 0.4475 -1.6521
C: -0.2097 1.4485 -2.5909
C: -0.8717 2.6550 -2.3300
C: -0.9754 3.6390 -3.2981
C: -0.4260 3.4579 -4.5591
C: 0.2236 2.2645 -4.8392
C: 0.3266 1.2753 -3.8802
C: -2.1909 1.0149 0.3320
C: -3.1218 0.0132 0.0016
C: -2.7055 -1.4035 -0.2875
C: -4.4752 0.3143 -0.0964
C: -4.9538 1.5899 0.1457
C: -6.4083 1.9351 -0.0177
C: -4.0392 2.5537 0.5389
C: -2.6744 2.3011 0.6386
C: -1.8288 3.4701 1.0814
C: 1.8129 2.5311 0.6027
C: 2.2003 2.5083 -0.8528
C: 2.4882 3.4097 1.4424
H: 2.5893 4.4180 4.7045
H: 2.7730 5.4925 3.3134
H: 4.0185 4.3003 3.6687
H: 1.1283 2.5811 4.4029
H: -0.3903 0.9102 4.2595
H: 0.0762 -0.3149 3.0703
H: -1.3119 0.7263 2.7637
H: -1.2949 2.8148 -1.3534
H: -1.4854 4.5643 -3.0597
H: -0.4939 4.2355 -5.3077
H: 0.6710 2.1157 -5.8148
H: 0.8594 0.3535 -4.1031
H: -1.9898 -1.7707 0.4483
H: -2.2351 -1.4539 -1.2681
H: -3.5661 -2.0709 -0.2931
H: -5.1697 -0.4692 -0.3806
H: -6.9796 1.0800 -0.3763
H: -6.5239 2.7496 -0.7343
H: -6.8363 2.2634 0.9310
H: -4.3952 3.5560 0.7566
H: -2.3074 4.4038 0.7852
H: -0.8270 3.4495 0.6695
H: -1.7361 3.4739 2.1699
H: 2.3354 1.4883 -1.2073
H: 3.1384 3.0427 -1.0018
H: 1.4427 2.9864 -1.4755
H: 3.2462 4.0596 1.0167

Output
spin multiplicity = 5

5.
Computed, not measured: one molecule with the formula C6H12O at a distorted geometry, with ωB97M-V with the def2-TZVPD basis set.

Atoms and positions in Å:
C: 1.2353 2.0467 -0.3299
C: 1.1792 0.5631 -0.0346
C: -0.1915 -0.1267 -0.2404
C: -1.3058 0.6597 0.4174
C: -0.1009 -1.5484 0.3590
C: -0.9173 -2.5607 -0.3765
O: -0.5710 -3.0487 -1.4174
H: 1.9974 2.5436 0.2580
H: 1.3419 2.2413 -1.3901
H: 0.3167 2.5807 -0.0538
H: 1.9137 0.0201 -0.6362
H: 1.4306 0.3938 1.0236
H: -0.2946 -0.2410 -1.3124
H: -2.2340 0.1042 0.5529
H: -0.9649 0.9898 1.4024
H: -1.6296 1.5600 -0.1069
H: 0.9522 -1.8508 0.3495
H: -0.2627 -1.5093 1.4468
H: -1.8946 -2.8173 0.0886

Output
SMILES string = CC[C@H](C)CC=O

6.
Computed, not measured: a 5-piece molecular cluster, C37H42N3O3P overall at a distorted geometry, with ωB97M-V with the def2-TZVPD basis set.

Atoms and positions in Å:
H: -2.3873 -0.9861 -3.0113
N: -1.9241 -0.1330 -2.7061
C: -0.6800 -0.2622 -2.8641
N: -0.0918 -1.4793 -3.3609
N: 0.1810 0.8321 -2.5873
C: 0.3176 1.7016 -3.7701
C: 1.3985 2.7577 -3.6207
C: 2.8346 2.2340 -3.5312
C: 3.2833 1.4455 -4.7966
C: 4.0588 0.2331 -4.3487
C: 5.2533 0.2418 -3.7368
P: 6.2133 1.7070 -3.3386
O: 6.0327 2.1051 -1.9211
C: 5.8105 -1.0793 -3.3159
O: 6.9765 -1.3570 -3.4086
C: 4.7800 -2.0426 -2.8111
C: 5.1058 -2.8554 -1.6219
C: 4.6275 -2.4484 -0.4360
C: 3.6040 -2.0693 -3.4452
C: 3.4249 -1.1149 -4.5645
O: 2.8564 -1.3771 -5.5963
H: 0.7570 -1.2517 -3.8668
H: 0.1458 -2.0754 -2.5750
H: 1.0822 0.5017 -2.2630
H: -0.6301 2.2302 -3.8749
H: 0.4401 1.1225 -4.6954
H: 1.3114 3.5199 -4.3955
H: 1.1988 3.2784 -2.6785
H: 3.4969 3.0941 -3.4285
H: 2.9788 1.6049 -2.6527
H: 3.8839 2.0645 -5.4586
H: 2.4144 1.0690 -5.3312
H: 5.7462 2.7090 -4.2063
H: 7.5471 1.4127 -3.6561
H: 5.7269 -3.7418 -1.6873
H: 5.1893 -2.5116 0.4878
H: 3.6505 -1.9764 -0.3797
H: 2.7946 -2.7247 -3.1549
C: 2.4607 5.0373 1.7613
C: 1.1058 4.9776 2.0664
C: 0.2982 4.0348 1.4456
C: 0.8458 3.1552 0.5244
C: 2.1964 3.2143 0.2205
C: 3.0077 4.1575 0.8362
H: 3.0922 5.7698 2.2475
H: 0.6815 5.6657 2.7863
H: -0.7583 3.9831 1.6752
H: 0.2186 2.4143 0.0407
H: 2.6096 2.5196 -0.5004
H: 4.0624 4.2026 0.5968
C: 2.5616 -4.9162 1.4445
C: 3.2496 -4.7643 2.6403
C: 2.5708 -4.3717 3.7855
C: 1.2053 -4.1269 3.7340
C: 0.5186 -4.2714 2.5367
C: 1.1968 -4.6674 1.3921
H: 3.0894 -5.2263 0.5514
H: 4.3151 -4.9516 2.6795
H: 3.1063 -4.2554 4.7188
H: 0.6761 -3.8217 4.6272
H: -0.5449 -4.0750 2.4959
H: 0.6610 -4.7819 0.4581
C: -2.4552 0.6851 1.5180
C: -3.7321 0.1551 1.6405
C: -4.4119 0.2543 2.8468
C: -3.8155 0.8811 3.9323
C: -2.5360 1.4057 3.8123
C: -1.8567 1.3082 2.6056
H: -1.9286 0.6131 0.5738
H: -4.1968 -0.3343 0.7940
H: -5.4093 -0.1562 2.9416
H: -4.3485 0.9604 4.8712
H: -2.0679 1.8914 4.6591
H: -0.8593 1.7163 2.5092
C: -9.8665 0.2867 2.8738
C: -10.7955 -0.1809 3.7927
C: -10.4463 -1.1867 4.6829
C: -9.1686 -1.7276 4.6523
C: -8.2418 -1.2650 3.7285
C: -8.5901 -0.2570 2.8401
H: -10.1372 1.0749 2.1833
H: -11.7927 0.2394 3.8153
H: -11.1702 -1.5493 5.4012
H: -8.8952 -2.5104 5.3479
H: -7.2467 -1.6911 3.7020
H: -7.8669 0.1059 2.1204

Output
SMILES string = [H]/N=C(\N)NCCCCC1=C([PH2]=O)C(=O)C(C=C)=CC1=O.c1ccccc1.c1ccccc1.c1ccccc1.c1ccccc1

no.,E_tot (eV)
1,-153965.73686
2,-13926.06368
3,-17564.44678
4,-140990.99265
5,-8463.59299
6,-58948.83916